## w
# C3H8N2O

A 2-piece molecular cluster, C3H8N2O overall (wB97M-V/def2-TZVPD, the OMol25 dataset).

molar mass: 88.11 g mol⁻¹
frontier orbital gap: 9.67 eV
lowest unoccupied orbital energy: 0.85 eV
net charge: 0
SMILES: N=C=O.CNC
HOMO: -8.82 eV

Geometry (Å):
C1 -1.76 -1.37 0.15
H1 2.24 -0.29 -0.53
C2 0.20 1.75 0.24
H2 -0.50 2.06 1.01
H3 -0.14 2.16 -0.73
H4 0.31 -0.18 1.10
N1 0.20 0.32 0.18
O1 -2.49 -0.88 -0.61
H5 1.19 2.19 0.46
H6 1.28 0.38 -1.72
N2 -1.12 -1.98 0.99
H7 0.92 -1.16 -1.14
H8 -1.49 -2.85 1.35
C3 1.16 -0.15 -0.76


## x
# C3H8N2O

C3H8N2O as an isolated structure (wB97M-V/def2-TZVPD, the OMol25 dataset).

molar mass: 88.11 g mol⁻¹
frontier orbital gap: 8.58 eV
lowest unoccupied orbital energy: 0.41 eV
net charge: 0
HOMO: -8.17 eV

Geometry (Å):
C1 -0.41 -0.72 -0.07
O1 -0.49 -1.42 -1.05
N1 1.42 -0.21 0.36
H1 1.71 -0.30 -1.64
C2 -1.19 1.00 -0.34
H2 -1.01 -0.45 1.87
H3 1.73 0.22 1.22
H4 -0.93 1.64 0.51
H5 -2.24 0.70 -0.27
H6 2.62 1.05 -0.86
H7 -1.28 -2.06 1.14
C3 1.93 0.22 -0.72
N2 -0.86 -1.14 1.16
H8 -1.01 1.47 -1.30


w comes first in stability; the runner-up is 1.975 eV higher.


## w
# C3H8N2O

A single C3H8N2O molecule (wB97M-V/def2-TZVPD, the OMol25 dataset).

molar mass: 88.11 g mol⁻¹
frontier orbital gap: 10.10 eV
lowest unoccupied orbital energy: 0.86 eV
net charge: 0
SMILES: CNC(=O)CN
HOMO: -9.24 eV

Geometry (Å):
N1 0.24 1.05 -0.11
H1 1.26 2.78 -0.50
H2 -1.26 -2.88 0.18
N2 -1.21 -1.94 -0.20
H3 -0.40 1.59 0.44
C1 -0.91 -0.89 0.77
H4 -2.08 -1.84 -0.69
H5 -0.76 -1.27 1.79
C2 0.40 -0.28 0.34
H6 2.22 1.13 -0.56
H7 -1.63 -0.08 0.79
O1 1.52 -0.76 0.44
C3 1.34 1.74 -0.80
H8 1.27 1.65 -1.89


## x
# C3H8N2O

A single C3H8N2O molecule (wB97M-V/def2-TZVPD, the OMol25 dataset).

molar mass: 88.11 g mol⁻¹
frontier orbital gap: 10.40 eV
lowest unoccupied orbital energy: 0.96 eV
net charge: 0
SMILES: CNC(=O)NC
HOMO: -9.44 eV

Geometry (Å):
H1 1.86 1.17 0.25
O1 -0.58 -1.28 -1.19
H2 -2.44 0.07 -0.84
C1 -2.24 0.54 0.12
H3 3.12 -0.07 0.33
C2 -0.13 -0.64 -0.26
H4 -2.90 0.08 0.87
N1 1.18 -0.84 0.26
H5 1.47 -1.73 -0.11
N2 -0.84 0.32 0.42
H6 2.30 0.25 -1.21
H7 -2.47 1.61 0.05
C3 2.16 0.18 -0.12
H8 -0.50 0.55 1.34


## y
# C3H8N2O

A 2-piece molecular cluster, C3H8N2O overall (wB97M-V/def2-TZVPD, the OMol25 dataset).

molar mass: 88.11 g mol⁻¹
frontier orbital gap (spin up / spin down): 7.65 / 8.42 eV
lowest unoccupied orbital energy (spin up / spin down): -0.99 / -0.44 eV
net charge: 0
HOMO (spin up / spin down): -8.63 / -8.86 eV

Geometry (Å):
H1 -0.77 -0.37 0.69
C1 0.70 -2.03 0.16
H2 0.44 -0.41 1.78
H3 0.11 -2.56 -0.44
H4 1.57 -2.52 0.42
C2 1.80 0.05 -0.94
H5 -2.34 2.12 0.31
N1 0.94 0.41 -0.07
H6 2.35 0.77 -1.36
H7 -1.21 1.52 -0.76
O1 0.80 1.60 0.23
H8 -2.65 0.77 -0.57
C3 0.21 -0.67 0.67
N2 -1.95 1.31 -0.11


## z
# C3H8N2O

A single C3H8N2O molecule (wB97M-V/def2-TZVPD, the OMol25 dataset).

molar mass: 88.11 g mol⁻¹
frontier orbital gap: 10.44 eV
lowest unoccupied orbital energy: 0.72 eV
net charge: 0
SMILES: CCCn1[nH]o1
HOMO: -9.73 eV

Geometry (Å):
O1 -0.85 2.91 -0.46
H1 1.71 -1.70 -0.53
N1 -1.04 1.34 0.08
H2 -0.83 -1.02 1.03
C1 -0.13 -0.83 0.22
H3 0.63 0.95 1.20
H4 -0.63 -1.06 -0.72
C2 0.21 0.67 0.24
N2 -1.28 1.81 -1.24
H5 1.71 -1.42 1.22
H6 0.92 0.93 -0.56
H7 0.78 -2.75 0.54
H8 -2.30 1.88 -1.39
C3 1.10 -1.72 0.37


x comes first in stability; the runner-up is 0.808 eV higher.


## w
# C3H8N2O

A single C3H8N2O molecule (wB97M-V/def2-TZVPD, the OMol25 dataset).

molar mass: 88.11 g mol⁻¹
frontier orbital gap: 9.90 eV
lowest unoccupied orbital energy: 0.95 eV
net charge: 0
SMILES: CNCC(N)=O
HOMO: -8.95 eV

Geometry (Å):
C1 1.13 0.26 -1.26
H1 1.12 1.18 -0.69
H2 -1.38 -1.10 -0.73
H3 2.18 0.14 -1.53
N1 -0.61 0.65 1.93
C2 -0.94 0.51 0.63
H4 -0.75 1.55 2.36
O1 -1.44 1.40 -0.02
H5 0.77 -1.66 -1.21
H6 0.57 0.41 -2.19
N2 0.71 -0.91 -0.54
H7 0.05 0.05 2.40
C3 -0.64 -0.86 0.04
H8 -0.78 -1.61 0.83


## x
# C3H8N2O

A 2-piece molecular cluster, C3H8N2O overall (wB97M-V/def2-TZVPD, the OMol25 dataset).

molar mass: 88.11 g mol⁻¹
frontier orbital gap: 10.37 eV
lowest unoccupied orbital energy: 0.90 eV
net charge: 0
SMILES: CN=C=O.CN
HOMO: -9.47 eV

Geometry (Å):
H1 2.74 -0.58 -0.72
H2 2.14 0.49 -2.01
C1 -1.14 -0.81 1.22
O1 -0.06 2.27 -0.76
H3 -0.27 -0.79 1.88
H4 -0.84 -1.41 0.36
H5 -1.39 1.25 1.53
H6 1.60 -1.21 -1.92
N1 -1.40 0.56 0.79
H7 -1.99 -1.28 1.72
N2 0.77 0.04 -0.48
C2 0.24 1.14 -0.54
H8 -2.26 0.68 0.26
C3 1.87 -0.33 -1.33


## y
# C3H8N2O

C3H8N2O as an isolated structure (wB97M-V/def2-TZVPD, the OMol25 dataset).

molar mass: 88.11 g mol⁻¹
frontier orbital gap: 8.18 eV
lowest unoccupied orbital energy: 0.85 eV
net charge: 0
HOMO: -7.33 eV

Geometry (Å):
O1 -0.43 0.69 0.41
H1 1.16 2.24 1.33
H2 -2.07 -1.31 0.13
N1 -0.93 0.16 -0.94
C1 -2.18 -0.49 -0.60
H3 2.57 1.19 1.28
C2 0.85 0.39 0.55
H4 -2.91 0.22 -0.20
N2 1.62 1.39 1.01
H5 0.27 -0.42 -1.12
C3 1.33 -0.74 -0.15
H6 2.40 -0.80 -0.31
H7 -2.58 -0.86 -1.55
H8 0.90 -1.69 0.17


w comes first in stability; the runner-up is 0.843 eV higher.


## w
# C5H7N

A single C5H7N molecule (wB97M-V/def2-TZVPD, the OMol25 dataset).

molar mass: 81.12 g mol⁻¹
frontier orbital gap: 8.20 eV
lowest unoccupied orbital energy: 0.23 eV
net charge: 0
HOMO: -7.97 eV

Geometry (Å):
H1 -1.86 -1.08 -0.89
N1 -1.41 0.30 0.73
C1 -1.17 -0.30 -0.58
H2 1.45 1.59 -0.39
H3 -1.40 0.59 -1.19
H4 2.23 -0.64 0.42
C2 1.17 -0.46 0.54
H5 0.79 -0.82 1.50
H6 0.79 -0.75 -1.64
C3 -0.49 1.38 0.70
C4 0.70 0.89 -0.04
C5 0.35 -0.43 -0.70
H7 -1.15 -0.26 1.55


## x
# C5H7N

A single C5H7N molecule (wB97M-V/def2-TZVPD, the OMol25 dataset).

molar mass: 81.12 g mol⁻¹
frontier orbital gap: 8.41 eV
lowest unoccupied orbital energy: -0.23 eV
net charge: 0
HOMO: -8.64 eV

Geometry (Å):
H1 1.13 -0.37 -1.53
C1 0.64 -0.43 -0.55
C2 1.05 0.83 0.26
C3 -1.55 -1.10 0.32
H2 -1.80 -1.99 -0.29
C4 -0.84 -0.31 -0.69
H3 0.67 0.77 1.28
N1 0.27 3.13 -0.75
H4 2.15 0.86 0.32
H5 1.01 -1.31 0.00
H6 -2.52 -0.68 0.62
H7 -0.98 -1.47 1.19
C5 0.59 2.10 -0.33


x comes first in stability; the runner-up is 0.892 eV higher.


## w
# C5H7N

A 3-piece molecular cluster, C5H7N overall (wB97M-V/def2-TZVPD, the OMol25 dataset).

molar mass: 81.12 g mol⁻¹
frontier orbital gap (spin up / spin down): 8.38 / 6.55 eV
lowest unoccupied orbital energy (spin up / spin down): 0.87 / 0.57 eV
net charge: 0
HOMO (spin up / spin down): -7.51 / -5.97 eV

Geometry (Å):
H1 -1.48 0.02 0.91
C1 0.94 -2.17 0.44
C2 0.62 0.74 0.39
C3 -0.48 0.34 0.72
H2 -1.36 0.74 -1.82
H3 -1.83 2.45 -2.35
C4 -1.33 1.83 -1.59
N1 -0.79 2.34 -0.58
H4 1.34 -3.15 0.70
H5 1.34 -1.12 2.29
C5 0.95 -1.15 1.28
H6 1.56 1.20 0.17
H7 0.51 -2.08 -0.56


## x
# C5H7N

A single C5H7N molecule (wB97M-V/def2-TZVPD, the OMol25 dataset).

molar mass: 81.12 g mol⁻¹
frontier orbital gap: 11.43 eV
lowest unoccupied orbital energy: 0.91 eV
net charge: 0
SMILES: C[C@H]1C[C@H]1C#N
HOMO: -10.52 eV

Geometry (Å):
H1 0.20 1.74 -1.43
C1 0.77 -0.77 0.24
N1 0.17 -2.34 -1.74
C2 0.22 0.63 0.37
H2 -0.13 -0.45 2.32
H3 -1.05 0.49 -1.34
H4 1.82 -0.79 0.50
H5 -1.23 2.00 -0.39
H6 0.96 1.25 0.87
C3 -0.33 -0.44 1.25
H7 -1.33 -0.79 0.98
C4 -0.52 1.26 -0.77
C5 0.44 -1.63 -0.86


x comes first in stability; the runner-up is 7.827 eV higher.


## w
# C3H8O2

A 2-piece molecular cluster, C3H8O2 overall (wB97M-V/def2-TZVPD, the OMol25 dataset).

molar mass: 76.09 g mol⁻¹
frontier orbital gap: 10.21 eV
lowest unoccupied orbital energy: 0.69 eV
net charge: 0
SMILES: C=CCO.O
HOMO: -9.51 eV

Geometry (Å):
O1 0.80 -1.33 0.79
H1 1.68 -1.72 0.72
H2 -0.69 0.69 1.31
C1 0.21 -1.31 -0.54
H3 -1.59 -0.46 -1.40
O2 0.70 2.23 -0.20
H4 0.75 2.23 0.77
H5 0.90 1.33 -0.43
H6 -0.12 -2.32 -0.68
C2 -0.92 -0.37 -0.55
H7 -1.98 1.27 0.30
H8 0.99 -0.98 -1.24
C3 -1.25 0.48 0.41


## x
# C3H8O2

A 2-piece molecular cluster, C3H8O2 overall (wB97M-V/def2-TZVPD, the OMol25 dataset).

molar mass: 76.09 g mol⁻¹
frontier orbital gap: 9.97 eV
lowest unoccupied orbital energy: 0.75 eV
net charge: 0
SMILES: C=C(C)O.O
HOMO: -9.22 eV

Geometry (Å):
O1 0.19 1.05 0.95
H1 -0.52 0.77 1.54
H2 -0.41 -1.03 1.41
H3 -1.45 0.35 -1.91
C1 -0.01 0.67 -0.36
H4 2.06 0.13 -0.27
H5 -2.07 0.90 -0.27
H6 1.08 -0.71 -1.53
O2 -0.38 -1.53 2.23
H7 1.51 0.94 -1.81
C2 -1.22 0.64 -0.89
C3 1.28 0.23 -1.02
H8 -0.07 -2.40 1.94


## y
# C3H8O2

C3H8O2 as an isolated structure (wB97M-V/def2-TZVPD, the OMol25 dataset).

molar mass: 76.09 g mol⁻¹
frontier orbital gap: 11.17 eV
lowest unoccupied orbital energy: 1.01 eV
net charge: 0
HOMO: -10.16 eV

Geometry (Å):
H1 2.03 -0.27 -0.64
C1 -0.11 -0.96 -0.89
H2 0.17 1.82 0.32
H3 -0.39 -1.97 -1.22
C2 1.20 -0.77 -0.12
C3 -0.75 -0.39 0.38
H4 -0.89 2.58 1.09
O1 -0.50 2.53 0.21
H5 -1.47 0.41 0.25
H6 -0.21 -0.26 -1.71
O2 0.54 0.10 0.83
H7 1.56 -1.67 0.39
H8 -1.13 -1.13 1.09


x comes first in stability; the runner-up is 0.387 eV higher.